# C41H71F7O31

12 unconnected molecules or ions with the total composition C41H71F7O31 in a non-equilibrium geometry (wB97M-V/def2-TZVPD, OMol25).

The geometry in ORCA input format:
```
! RIJCOSX wB97M-V def2-TZVPD def2/J DEFGRID3
* xyz 0 1
C 14.495 17.863 20.123
C 15.659 17.018 20.696
O 16.126 16.269 19.643
C 15.153 16.265 18.679
O 15.242 15.685 17.639
O 14.166 17.153 18.931
F 15.274 16.282 21.772
H 14.832 18.852 19.790
H 13.707 17.935 20.826
H 16.550 17.520 21.131
C 18.783 16.593 10.862
C 18.200 16.963 12.226
O 17.316 18.010 11.990
C 17.226 18.265 10.594
O 16.411 18.900 10.071
O 18.190 17.555 9.965
F 19.327 17.384 12.973
H 18.537 15.538 10.653
H 19.840 16.835 10.932
H 17.734 16.214 12.856
C 11.723 11.491 9.228
C 11.947 11.287 10.734
O 12.851 10.195 10.754
C 12.484 9.308 9.692
O 12.913 8.199 9.568
O 11.806 10.035 8.800
F 10.746 10.789 11.286
H 12.402 12.039 8.586
H 10.667 11.682 9.050
H 12.215 12.148 11.373
C 15.625 11.377 9.109
C 16.863 12.382 9.262
O 16.305 13.524 9.751
C 14.963 13.581 9.531
O 14.247 14.459 9.903
O 14.656 12.400 8.972
F 17.413 12.645 7.986
H 15.520 10.831 10.045
H 15.721 10.713 8.244
H 17.569 11.867 9.910
C 15.580 13.392 15.363
C 14.879 14.613 14.812
O 13.971 14.138 13.820
C 14.457 13.016 13.372
O 14.051 12.426 12.386
O 15.352 12.481 14.213
F 15.805 15.438 14.098
H 15.209 12.989 16.297
H 16.613 13.646 15.462
H 14.311 15.235 15.560
C 17.093 18.652 15.189
C 17.708 17.463 15.944
O 17.379 17.699 17.287
C 16.988 18.982 17.420
O 16.672 19.329 18.501
O 16.956 19.626 16.260
F 19.097 17.440 15.805
H 16.071 18.474 14.756
H 17.796 19.063 14.474
H 17.314 16.501 15.708
C 11.298 9.326 14.061
C 9.968 10.016 13.998
O 10.221 11.381 14.050
C 11.474 11.560 14.552
O 11.922 12.624 14.838
O 12.130 10.390 14.561
F 9.202 9.633 15.058
H 11.742 9.080 13.093
H 11.198 8.463 14.745
H 9.426 9.789 13.064
C 16.887 12.508 19.247
O 18.224 12.299 19.431
C 18.541 11.041 18.765
C 19.880 10.695 19.282
O 20.820 11.420 18.444
C 22.099 11.257 19.111
H 16.248 11.665 19.553
H 16.726 12.634 18.191
H 16.546 13.400 19.784
H 18.540 11.192 17.692
H 17.834 10.287 19.046
H 20.017 9.603 19.186
H 19.978 10.964 20.352
H 23.019 11.380 18.480
H 22.132 10.249 19.580
H 22.188 11.947 19.955
C 9.624 19.687 16.691
O 9.916 18.375 16.280
C 8.854 17.554 15.873
C 8.643 17.612 14.343
O 9.848 17.118 13.695
C 10.150 15.806 14.028
H 10.447 20.111 17.256
H 8.753 19.690 17.348
H 9.426 20.339 15.844
H 7.908 17.868 16.293
H 9.168 16.557 16.166
H 8.436 18.677 14.005
H 7.779 16.970 14.120
H 10.979 15.668 14.726
H 10.356 15.148 13.178
H 9.303 15.319 14.525
C 18.286 13.069 12.741
O 18.567 13.732 13.962
C 19.432 13.023 14.796
C 19.701 13.834 16.017
O 18.540 14.085 16.784
C 18.818 14.941 17.816
H 17.946 13.829 12.030
H 17.581 12.240 12.810
H 19.233 12.723 12.334
H 20.387 12.791 14.298
H 19.029 12.056 15.069
H 20.120 14.774 15.646
H 20.353 13.274 16.635
H 17.913 15.433 18.181
H 19.468 15.723 17.470
H 19.225 14.380 18.640
C 13.851 21.511 14.368
O 13.241 20.576 13.475
C 12.269 19.793 14.169
C 12.916 18.732 15.042
O 13.967 17.969 14.381
C 13.597 17.504 13.077
H 14.353 22.293 13.762
H 14.638 21.023 15.002
H 13.100 22.011 14.970
H 11.665 19.245 13.442
H 11.651 20.543 14.660
H 12.087 18.071 15.353
H 13.328 19.105 16.037
H 13.545 18.309 12.329
H 12.616 16.995 13.174
H 14.386 16.784 12.811
C 20.199 8.719 14.866
O 18.920 9.186 15.230
C 17.996 9.056 14.204
C 16.682 9.510 14.712
O 16.120 8.514 15.495
C 15.075 9.013 16.320
H 20.234 7.683 14.483
H 20.852 8.784 15.761
H 20.680 9.339 14.102
H 17.993 8.007 13.833
H 18.314 9.665 13.316
H 15.978 9.726 13.905
H 16.801 10.452 15.270
H 15.367 9.947 16.824
H 14.890 8.164 16.991
H 14.124 9.201 15.778
*
```

Computed properties:
Molecular weight ... 1192.97 g mol⁻¹
E_HOMO ... -0.3390 Eh
E ... -4636.20223 a.u.


# C38H74As3Ge2N3O3PS2Ti

A molecular structure, C38H74As3Ge2N3O3PS2Ti (wB97M-V/def2-TZVPD, OMol25).

The geometry in ORCA input format:
```
! RIJCOSX wB97M-V def2-TZVPD def2/J DEFGRID3
* xyz 1 3
Ti -0.250 -0.597 -0.064
C -1.142 0.996 3.652
As 0.051 -0.203 2.681
C -0.512 -1.860 3.545
C 1.656 0.353 3.695
C 3.069 -0.161 3.378
C 4.023 0.604 4.314
C 3.517 0.184 1.948
As 2.639 -0.385 0.261
C 3.526 0.970 -0.825
C 3.743 -1.933 -0.241
C 3.105 -1.652 3.737
As 4.562 -2.913 3.227
C 4.615 -3.888 4.922
C 6.242 -1.935 3.474
H -0.818 1.024 4.693
H -2.157 0.619 3.579
H -1.100 1.998 3.229
H -0.555 -1.708 4.624
H 0.162 -2.684 3.322
H -1.507 -2.101 3.167
H 1.429 0.096 4.736
H 1.640 1.447 3.648
H 3.962 1.678 4.124
H 5.058 0.301 4.167
H 3.758 0.431 5.358
H 4.562 -0.118 1.816
H 3.515 1.275 1.861
H 4.561 1.055 -0.491
H 3.020 1.927 -0.723
H 3.499 0.680 -1.873
H 4.570 -1.572 -0.853
H 3.169 -2.657 -0.814
H 4.158 -2.424 0.639
H 2.207 -2.133 3.338
H 2.994 -1.730 4.823
H 3.668 -4.403 5.078
H 4.798 -3.207 5.753
H 5.410 -4.630 4.877
H 6.403 -1.205 2.682
H 7.032 -2.683 3.407
H 6.304 -1.451 4.447
C 2.142 -1.549 -4.623
C 1.864 -1.596 -3.122
Ge 0.495 -0.226 -2.642
C -1.096 -0.695 -3.750
C -1.281 0.206 -4.967
C 1.103 1.506 -3.263
C 0.784 2.584 -2.552
Ge -0.090 2.168 -0.840
C 0.898 2.692 0.825
C 1.895 3.850 0.829
C -1.832 3.106 -0.842
C -1.756 4.561 -0.384
C 0.911 3.956 -3.104
C 0.854 4.184 -4.483
C 0.979 5.460 -5.003
C 1.151 6.548 -4.156
C 1.180 6.344 -2.787
C 1.052 5.062 -2.272
H 2.873 -2.303 -4.922
H 2.539 -0.578 -4.925
H 1.237 -1.727 -5.206
H 2.793 -1.455 -2.569
H 1.487 -2.586 -2.843
H -1.991 -0.671 -3.129
H -0.964 -1.738 -4.056
H -1.414 1.248 -4.666
H -2.158 -0.082 -5.551
H -0.420 0.177 -5.639
H 1.563 1.626 -4.243
H 1.397 1.803 1.211
H 0.094 2.894 1.540
H 2.546 3.856 -0.047
H 2.537 3.802 1.713
H 1.390 4.817 0.861
H -2.518 2.543 -0.208
H -2.232 3.043 -1.857
H -1.128 4.686 0.502
H -2.748 4.934 -0.120
H -1.359 5.213 -1.162
H 0.680 3.357 -5.161
H 0.929 5.607 -6.074
H 1.243 7.546 -4.562
H 1.297 7.182 -2.113
H 1.063 4.935 -1.198
C -2.374 -4.368 -2.152
N -1.337 -4.289 -1.125
C -0.805 -5.399 -0.553
C 0.184 -5.322 0.365
C 0.670 -4.023 0.689
N 0.121 -2.934 0.158
C -0.898 -3.066 -0.723
O -1.383 -2.014 -1.179
N 1.673 -3.883 1.556
H -2.405 -5.389 -2.521
H -2.115 -3.690 -2.963
H -3.331 -4.079 -1.715
H -1.227 -6.339 -0.876
H 0.596 -6.207 0.823
H 2.194 -4.676 1.888
H 2.095 -2.987 1.705
C -4.449 -1.646 -2.480
C -5.067 -0.468 -1.761
C -4.388 0.847 -2.098
O -5.113 -0.660 -0.314
P -4.095 -1.220 0.768
S -3.690 -3.114 0.718
S -2.430 0.008 0.824
O -4.848 -0.861 2.115
C -5.819 0.187 2.414
C -7.186 -0.163 1.857
C -5.337 1.567 2.003
H -4.573 -1.510 -3.557
H -4.926 -2.578 -2.183
H -3.384 -1.707 -2.258
H -6.128 -0.402 -2.015
H -3.335 0.826 -1.819
H -4.865 1.675 -1.573
H -4.460 1.035 -3.171
H -5.863 0.136 3.503
H -7.238 -0.004 0.783
H -7.934 0.470 2.337
H -7.430 -1.202 2.072
H -5.226 1.639 0.921
H -4.381 1.807 2.466
H -6.072 2.309 2.317
*
```

Computed properties:
Molecular weight ... 1133.99 g mol⁻¹
E_HOMO (alpha / beta) ... -0.3491 / -0.3747 Eh
E ... -14730.59666 a.u.